The following is a DFT calculation (ωB97M-V with the def2-TZVPD basis set) of C80H200F4N16O30S4 as an isolated structure.

```
334
Properties=species:S:1:pos:R:3:forces:R:3
C 2.27022 4.78061 -1.08996 -0.9 -0.7 0.9
C 2.71030 6.08689 -1.62329 -0.3 1.3 -1.9
N 3.62831 5.99038 -2.89094 0.5 -0.6 1.0
C 3.74983 7.38763 -3.48526 -0.1 -0.4 1.5
C 4.99165 5.44005 -2.40822 -0.1 -1.7 -0.2
C 5.74311 6.14602 -1.30042 -0.2 0.7 0.1
C 2.97609 4.99242 -3.86837 1.5 0.6 0.7
C 3.88600 4.59283 -5.00130 -0.1 0.4 -0.8
O 4.62471 5.69225 -5.58499 -1.1 -0.5 1.2
C 5.61965 5.17105 -6.39232 2.1 0.3 -1.3
H 1.49446 4.37580 -1.74248 0.2 -0.2 0.1
H 1.75455 4.87560 -0.09809 0.8 0.2 -0.8
H 3.09117 4.07904 -1.02704 0.1 -0.3 0.3
H 3.30375 6.74715 -1.01083 -0.2 0.0 0.7
H 1.78435 6.59741 -1.97484 0.8 0.2 0.2
H 4.61159 7.52402 -4.10452 0.5 -0.4 -0.2
H 3.76869 8.09075 -2.64389 0.0 -0.1 -0.3
H 2.87453 7.55898 -4.06408 -0.7 0.2 -0.4
H 5.67243 5.40552 -3.26240 -0.5 -0.1 -0.2
H 4.77293 4.38706 -2.07564 0.2 0.9 -0.7
H 6.83602 5.90098 -1.31286 -1.1 0.1 0.0
H 5.31149 6.00410 -0.32112 0.1 -0.7 0.4
H 5.61424 7.21007 -1.39996 0.5 0.7 -0.4
H 2.08868 5.50408 -4.15996 -0.7 0.3 -0.5
H 2.69293 4.07795 -3.35033 0.1 0.1 0.0
H 3.18280 4.24504 -5.77090 0.3 -0.4 0.0
H 4.56458 3.76907 -4.72910 -0.3 0.3 0.0
H 5.22885 4.33458 -7.01081 0.4 0.4 0.3
H 6.54411 4.85949 -5.81276 -1.1 -0.1 -0.4
H 6.00579 5.98549 -7.06851 -0.6 -0.8 0.5
C 3.86121 -1.32279 -4.17377 -0.4 0.5 -1.4
C 2.56861 -0.59578 -4.56707 -0.2 0.3 -0.2
N 2.15303 -0.59007 -6.02937 -0.3 1.2 -1.3
C 0.64984 -0.16181 -6.12263 1.1 -0.2 -0.9
C 3.05535 0.49720 -6.78536 -0.3 -0.4 0.9
C 2.85849 0.69904 -8.27240 -0.2 0.4 0.0
C 2.31231 -1.88713 -6.79079 -0.6 0.7 -0.1
C 1.58667 -3.10758 -6.22359 -0.7 0.3 1.0
O 0.45812 -3.53956 -6.94757 0.0 -0.1 -0.5
C 0.76200 -3.94169 -8.28794 1.7 0.4 0.7
H 4.10736 -0.92828 -3.19532 0.0 -0.5 0.4
H 4.69086 -1.01767 -4.81469 0.0 -0.1 0.1
H 3.77007 -2.41400 -4.23528 -0.1 0.2 0.4
H 2.54077 0.46729 -4.31795 0.6 0.0 0.1
H 1.72785 -0.96635 -4.01361 -0.5 -0.6 0.1
H 0.39913 0.03440 -7.19670 0.4 0.0 1.0
H 0.45583 0.68370 -5.46492 0.4 0.1 -0.2
H 0.05245 -0.98944 -5.79536 -0.2 -0.4 0.3
H 4.07346 0.14116 -6.59774 -0.2 0.4 0.2
H 2.85518 1.47570 -6.29850 0.2 -1.0 0.2
H 3.33683 -0.03663 -8.91272 -0.1 -0.2 0.0
H 3.32521 1.67777 -8.50188 -0.2 -0.5 0.1
H 1.80348 0.80912 -8.52233 0.0 -0.1 -0.2
H 3.37347 -2.12288 -6.88785 0.0 0.4 -0.1
H 1.85746 -1.62650 -7.76005 0.6 -0.4 0.1
H 1.14969 -2.90891 -5.21295 0.7 0.0 -0.5
H 2.33148 -3.90301 -6.16867 0.0 -0.3 0.1
H 1.79313 -4.42114 -8.29261 -1.1 0.5 -0.3
H 0.69623 -3.09358 -8.97240 0.4 0.0 0.0
H 0.04516 -4.63939 -8.62802 -0.8 -0.9 -0.1
C -2.23073 2.85561 8.98243 -0.2 -0.7 0.7
C -2.29355 1.79708 7.86736 0.9 0.5 -0.4
N -1.93079 0.32487 8.22453 -0.3 0.3 1.0
C -3.10102 -0.33075 8.98760 -0.3 0.2 -1.7
C -1.61137 -0.41631 6.89890 -0.2 -0.4 0.9
C -2.67103 -0.17589 5.86230 -0.7 0.5 0.1
C -0.73825 0.35628 9.24172 -0.6 0.4 -1.6
C 0.46861 1.14559 8.72391 -0.7 0.6 0.3
O 1.27113 0.29234 7.99352 0.7 -0.7 -0.4
C 2.43870 0.92158 7.49829 0.4 1.5 0.5
H -2.96021 2.64310 9.81316 0.9 0.1 -0.6
H -2.53680 3.83852 8.58772 0.3 -0.5 -0.2
H -1.19251 2.91704 9.34968 -0.7 0.3 0.2
H -1.55507 2.07288 7.07485 -0.7 -0.2 0.6
H -3.28134 1.84808 7.43745 -0.2 -0.5 -0.2
H -3.91142 -0.64276 8.27307 1.0 0.4 0.6
H -3.50838 0.41831 9.64604 -0.1 0.2 0.3
H -2.77596 -1.19831 9.54798 0.3 0.0 0.0
H -1.49739 -1.49829 7.07841 -0.4 0.4 0.5
H -0.61769 -0.14865 6.58429 0.3 0.7 -0.1
H -3.68897 -0.46681 6.22307 0.8 0.2 -0.5
H -2.39170 -0.75496 5.00778 0.0 -0.7 -0.5
H -2.68109 0.85316 5.47807 -0.1 -0.2 0.4
H -0.41707 -0.67613 9.36543 -0.1 0.0 0.2
H -1.15658 0.77529 10.16357 0.2 -0.2 -0.3
H 0.97081 1.50397 9.60261 0.6 0.1 0.8
H 0.28086 2.08775 8.17602 -0.4 -0.5 -0.1
H 3.15859 0.16859 7.23485 0.1 -0.4 -0.3
H 2.94983 1.57913 8.26816 -0.7 -0.7 -0.5
H 2.20970 1.58302 6.64126 0.0 -0.4 0.2
C 9.48172 -1.29597 1.50327 -0.6 -0.1 0.3
C 9.98225 -1.10210 0.07778 -0.2 0.6 0.0
N 8.84941 -0.98222 -0.96832 -0.1 -0.2 -0.1
C 9.46775 -1.20380 -2.36025 0.1 0.4 1.3
C 7.84002 -2.09956 -0.72613 -0.8 1.2 0.8
C 6.70473 -2.05478 -1.73629 -0.1 -1.0 1.4
C 8.09917 0.36923 -0.94118 1.7 -0.8 1.6
C 8.97891 1.52268 -0.53753 0.4 0.2 1.0
O 9.99204 1.75014 -1.47455 -1.1 -1.1 -0.3
C 10.63628 2.95341 -1.23623 0.4 0.4 0.9
H 10.27518 -1.28604 2.28533 -0.4 0.5 -0.8
H 8.99741 -2.26764 1.64083 0.1 0.0 -0.2
H 8.68763 -0.55389 1.69230 0.5 -0.1 0.4
H 10.51840 -1.96767 -0.24375 0.6 -0.5 -0.2
H 10.64108 -0.21285 0.00205 -0.5 -0.6 -0.2
H 10.26650 -0.47848 -2.41728 0.1 0.2 -0.4
H 8.73180 -1.09631 -3.15098 0.0 0.2 0.2
H 9.88564 -2.19883 -2.34764 0.1 -0.3 -0.1
H 7.39601 -1.93805 0.26968 0.5 0.0 -0.3
H 8.39803 -3.02642 -0.70509 0.1 -0.3 -0.2
H 5.93395 -2.76207 -1.43972 0.2 -0.6 0.2
H 7.12549 -2.43611 -2.62966 -0.3 0.3 -1.5
H 6.12179 -1.14542 -1.70817 0.5 0.6 -0.7
H 7.32977 0.28890 -0.18523 -0.3 -0.1 0.0
H 7.66741 0.48031 -1.89461 -0.5 0.3 -1.0
H 9.44970 1.42962 0.48922 -0.5 -0.3 -0.8
H 8.30384 2.37421 -0.37475 0.0 0.2 -0.6
H 9.90319 3.75278 -1.17863 0.0 0.4 -0.3
H 11.33251 3.08500 -2.05053 0.3 0.3 0.1
H 11.11926 2.91347 -0.23754 0.2 0.2 -0.5
C 1.09736 -6.27951 -4.62192 0.2 -2.0 0.9
C 0.29691 -7.09100 -3.54055 -0.3 1.3 0.2
N -1.11489 -6.46638 -3.23690 0.9 0.5 -1.2
C -1.94924 -6.29560 -4.55887 3.2 -0.3 0.3
C -1.89590 -7.24853 -2.18407 0.9 2.1 1.4
C -2.59113 -8.50652 -2.62411 -0.9 1.1 -0.5
C -0.84358 -4.95533 -2.77703 -0.5 -2.2 -0.6
C -0.11585 -4.69275 -1.51228 0.4 -0.2 0.6
O 1.23860 -5.06347 -1.70399 0.8 0.4 0.8
C 2.17554 -4.22815 -0.98369 -0.3 -0.4 0.1
H 1.27660 -5.24113 -4.36054 0.0 -0.2 -0.1
H 0.61272 -6.44437 -5.57544 -0.1 0.5 -0.3
H 2.06450 -6.84048 -4.71573 -0.6 0.7 0.2
H 0.80725 -7.07096 -2.55156 -0.3 -0.2 -0.9
H 0.14457 -8.09179 -3.92767 -0.1 -0.2 0.2
H -1.31558 -5.60875 -5.17628 -1.0 -0.3 0.5
H -2.84797 -5.85348 -4.23929 -1.3 0.4 0.0
H -2.02655 -7.23193 -5.13815 -0.2 0.3 0.7
H -2.56093 -6.43624 -1.72432 0.4 -1.4 -0.7
H -1.16540 -7.47483 -1.38273 -0.2 0.1 -0.5
H -2.83434 -9.10095 -1.73609 -0.2 0.1 -0.4
H -1.97039 -9.07260 -3.29056 0.4 -0.5 -0.2
H -3.48437 -8.19397 -3.20255 0.2 -0.7 0.5
H -1.80714 -4.53154 -2.81215 -1.1 0.6 0.4
H -0.31123 -4.49192 -3.58331 0.2 0.0 -0.3
H -0.54690 -5.13953 -0.59256 0.2 -0.1 -0.4
H -0.17629 -3.61739 -1.38090 -0.2 0.3 -0.1
H 1.92432 -4.13522 0.08383 -0.2 -0.2 -0.2
H 2.18888 -3.20435 -1.39074 0.1 -0.3 -0.1
H 3.15807 -4.72598 -1.03769 -0.4 0.3 -0.2
C -4.93952 -3.77483 3.19367 -0.1 -0.8 1.0
C -4.94708 -3.63355 1.70519 -0.8 1.5 0.5
N -6.22325 -4.15977 1.09457 -0.3 1.1 -1.0
C -7.35911 -3.93542 2.01886 -0.4 -1.9 0.8
C -6.59589 -3.32435 -0.19242 -1.3 -1.9 0.5
C -5.53992 -3.37349 -1.29193 -1.7 1.1 -0.5
C -5.95340 -5.59547 0.82271 -0.4 -0.2 -0.1
C -7.06241 -6.46801 0.24754 -0.4 -0.2 -0.4
O -8.10770 -6.66089 1.16449 0.5 0.1 0.8
C -9.19448 -7.33204 0.55761 0.7 0.4 -1.4
H -4.93670 -4.83240 3.57793 -0.1 0.9 -0.4
H -5.82240 -3.25129 3.55929 0.4 -0.1 0.5
H -4.06990 -3.27007 3.59865 0.2 0.0 -0.1
H -4.12687 -4.13712 1.26887 0.8 -0.4 -0.7
H -4.91742 -2.54457 1.52003 0.1 -0.8 -0.4
H -8.26850 -4.32872 1.62016 -0.4 -0.2 -0.8
H -7.48479 -2.89545 2.15360 0.1 1.1 0.6
H -7.26100 -4.53947 2.95270 0.2 0.8 -0.7
H -6.85281 -2.31948 0.15567 0.4 -0.4 0.0
H -7.58704 -3.83268 -0.44816 1.4 0.8 -0.3
H -4.59199 -2.98553 -0.96206 0.7 -0.6 0.2
H -5.81119 -2.56188 -2.01385 -0.1 -0.8 0.4
H -5.59182 -4.32498 -1.83867 0.6 0.3 0.3
H -5.58525 -5.93134 1.78405 -0.1 -0.7 0.1
H -5.12846 -5.58499 0.12611 0.2 -0.2 -0.2
H -6.62060 -7.47515 -0.00001 -0.2 0.9 -0.1
H -7.49630 -6.01392 -0.69580 0.6 -0.4 0.6
H -8.81742 -8.21981 0.02191 -0.3 0.0 0.4
H -9.54303 -6.63160 -0.21269 -0.6 -0.3 0.0
H -9.96537 -7.56813 1.26841 -0.1 0.0 0.3
C -2.58249 1.34604 -3.92118 -1.2 0.9 -1.0
C -3.86800 0.67491 -3.50812 0.0 -0.7 0.4
N -5.06629 1.04583 -4.33575 0.0 1.5 -0.4
C -5.01807 2.50944 -4.67922 -1.0 0.7 -0.7
C -4.99408 0.24421 -5.65183 -1.3 -0.5 0.0
C -5.59317 -1.17092 -5.48519 0.0 0.0 -0.3
C -6.30499 0.79254 -3.50545 -0.5 1.4 -0.7
C -7.63216 1.42570 -4.00186 0.1 -1.6 0.7
O -7.80913 1.03193 -5.32658 1.2 -0.2 0.5
C -9.02735 1.34875 -5.90836 0.2 1.2 -0.8
H -2.71882 2.43836 -3.80262 0.3 -0.5 -0.3
H -2.27392 1.06430 -4.93665 0.0 0.3 0.3
H -1.79721 1.09855 -3.26760 0.8 -0.7 0.8
H -4.09184 0.95866 -2.48643 -0.2 0.1 0.2
H -3.85451 -0.41754 -3.57133 0.5 0.1 0.2
H -4.13431 2.65551 -5.27392 0.1 0.2 -0.4
H -4.98905 3.26613 -3.87245 0.1 -1.1 0.3
H -5.93527 2.76890 -5.24747 0.7 -0.4 0.1
H -3.95631 0.20792 -6.03619 -0.5 0.2 0.7
H -5.63891 0.77070 -6.36483 0.4 0.0 0.2
H -6.70298 -1.18824 -5.38677 0.9 0.3 0.1
H -5.12383 -1.72442 -4.65726 -0.1 0.1 -0.3
H -5.37811 -1.70490 -6.42260 0.1 0.0 0.3
H -6.11250 1.23646 -2.55623 0.3 0.3 0.6
H -6.32406 -0.25347 -3.38624 -0.5 -1.2 0.2
H -7.69808 2.49777 -3.84230 0.4 0.5 -0.3
H -8.44118 1.04326 -3.32716 0.5 -0.1 -0.4
H -8.78715 1.34743 -6.99538 -0.9 0.1 0.7
H -9.36934 2.33027 -5.53703 0.1 0.0 -0.5
H -9.77396 0.64664 -5.61871 -0.7 -0.8 -0.1
C -2.62164 2.48992 0.28192 2.0 -0.5 -0.4
C -1.86125 1.22574 -0.23147 0.8 1.3 1.5
N -0.91040 0.60074 0.84567 0.5 0.9 -0.6
C -1.59306 0.69210 2.18423 0.8 -0.1 -1.2
C -0.63956 -0.81390 0.38421 0.1 -0.3 0.0
C -1.89901 -1.64949 0.21163 -1.2 0.7 0.7
C 0.45446 1.36147 0.99420 -1.3 -0.2 -0.6
C 1.46839 1.19859 -0.15120 -0.2 -1.1 0.5
O 2.50454 0.29526 0.31588 0.0 0.8 -0.5
C 3.79062 0.65247 -0.19590 -0.1 -0.5 0.1
H -3.33376 2.26859 1.02978 -1.4 -0.4 0.2
H -2.97418 3.02119 -0.57840 -0.8 0.0 -0.4
H -2.00512 3.22825 0.78427 0.7 -0.2 -0.2
H -1.22281 1.45514 -1.07920 0.0 0.0 -0.1
H -2.53827 0.42681 -0.46090 -0.4 -0.1 -0.2
H -1.58114 1.73207 2.50283 -0.1 -0.1 0.0
H -1.01848 0.06486 2.83242 0.1 -0.3 0.7
H -2.57486 0.30185 2.00384 -0.6 0.0 0.6
H 0.02804 -1.29748 1.12448 -0.1 0.5 -0.5
H -0.18412 -0.71772 -0.61398 0.3 0.0 0.5
H -2.37254 -1.46174 -0.79563 0.3 -0.4 1.2
H -2.58546 -1.43196 1.09542 0.5 -0.4 -1.4
H -1.65110 -2.69853 0.30955 0.2 -0.2 -0.2
H 0.93281 1.01578 1.92032 -0.3 -0.1 -0.2
H 0.16052 2.41936 1.13291 0.1 -0.6 -0.2
H 1.84388 2.19745 -0.24127 0.7 0.5 -0.5
H 1.09211 0.83490 -1.13818 0.0 0.5 0.9
H 4.52749 0.11331 0.40917 -0.1 0.1 0.0
H 3.98010 1.72099 -0.16146 0.0 0.3 0.3
H 3.95736 0.40176 -1.24174 -0.3 -0.3 -0.1
C 2.82694 -3.27974 6.43745 0.1 -0.6 -0.7
C 4.21360 -3.78058 6.04404 0.5 0.1 -0.4
N 4.31430 -4.62765 4.76724 -0.7 1.8 -0.5
C 3.27664 -5.72038 4.80818 1.0 -1.4 -0.5
C 3.96438 -3.70225 3.52192 -0.2 -1.0 -0.4
C 4.94188 -2.58545 3.21413 0.0 -0.7 1.4
C 5.73432 -5.21283 4.81554 -1.1 -1.3 -2.1
C 6.00661 -6.17055 3.55389 -0.1 -0.5 2.7
O 6.10574 -5.48816 2.34744 0.8 -0.2 0.1
C 7.50488 -5.26454 2.12508 0.0 1.2 0.3
H 2.36077 -2.65653 5.64900 0.1 -0.4 0.5
H 2.91887 -2.70336 7.34089 0.2 0.4 0.3
H 2.19705 -4.13294 6.71527 -0.1 0.2 -0.3
H 4.66044 -4.46480 6.77458 -0.3 0.5 0.3
H 4.91745 -2.94982 5.85223 -0.3 -0.4 0.3
H 2.22929 -5.39480 4.66202 0.8 0.3 0.2
H 3.42710 -6.25460 5.78062 -0.4 0.4 -0.8
H 3.55565 -6.41276 3.95818 -0.7 0.7 1.1
H 2.98298 -3.26219 3.72993 0.0 -0.4 0.1
H 3.87592 -4.38170 2.63278 0.1 0.4 1.0
H 4.89090 -1.81491 3.97916 0.2 0.1 0.0
H 4.67024 -2.12497 2.29049 -0.2 0.2 -0.7
H 5.93350 -3.00639 3.15771 0.5 0.2 -0.2
H 5.72446 -5.77327 5.73808 0.2 -0.5 0.1
H 6.49764 -4.45721 4.92846 -0.2 0.6 -0.2
H 5.26709 -6.99297 3.58056 0.0 0.7 -0.6
H 6.92754 -6.74115 3.80535 -0.2 0.5 -0.2
H 7.98118 -4.83795 3.02476 -0.2 -0.3 0.0
H 7.60382 -4.44927 1.40325 0.0 -0.5 -0.4
H 8.03620 -6.18340 1.87959 -0.1 0.1 -0.4
C -4.10239 4.94529 3.16636 -1.7 -0.6 -0.3
C -4.46303 6.30175 2.67869 0.6 0.5 -0.6
N -3.98644 7.39615 3.67653 -1.5 -0.9 -0.1
C -4.44986 7.15476 5.12256 0.2 0.4 -0.8
C -2.45117 7.35300 3.70305 -1.0 1.9 -2.0
C -1.77207 8.49901 4.41464 -0.3 -1.1 0.4
C -4.62175 8.67745 3.19497 0.5 -0.4 0.3
C -6.14721 8.83601 3.33213 1.5 0.7 1.4
O -6.84082 7.89515 2.59544 -1.9 0.6 0.6
C -8.27202 8.15294 2.89164 1.4 0.4 -1.8
H -4.51344 4.32636 2.35268 0.6 -0.4 0.4
H -4.73558 4.73171 4.02257 0.2 -0.4 0.3
H -3.05476 4.77194 3.37749 0.0 -0.2 -0.2
H -5.51942 6.43323 2.34347 0.8 -0.1 1.2
H -3.93178 6.43381 1.72435 0.3 0.6 0.4
H -4.26303 8.12016 5.62899 0.0 -0.7 0.0
H -3.81637 6.34070 5.48592 -0.4 0.2 0.3
H -5.52946 6.93615 5.18353 0.6 -0.1 -0.3
H -2.12237 7.24391 2.66490 -0.3 0.8 -0.2
H -2.18012 6.41438 4.03651 0.3 -1.7 1.6
H -1.79062 8.34041 5.47659 -0.1 0.0 0.7
H -2.19539 9.46560 4.22469 0.1 0.5 -0.4
H -0.73988 8.41750 4.14130 0.6 0.4 -0.3
H -4.33269 8.76856 2.16744 0.1 0.1 -0.7
H -4.09831 9.43717 3.74616 -0.2 0.7 0.2
H -6.29906 9.86445 2.93365 -0.2 -0.4 0.4
H -6.44317 8.82778 4.44382 0.3 0.1 -1.5
H -8.80590 7.51138 2.21315 -0.4 -0.2 0.0
H -8.50579 9.21236 2.65918 0.1 -0.6 0.2
H -8.45591 7.94084 3.91616 -0.3 -0.3 0.9
N -5.89948 1.20875 1.64136 1.6 -2.6 2.5
S -6.00038 0.79445 0.14881 -1.6 0.9 2.3
O -5.86545 -0.57387 -0.20351 1.0 -0.8 -0.5
O -5.51491 1.85513 -0.62416 1.9 1.1 -2.0
F -7.51096 1.03704 0.01005 -2.4 -0.3 -0.8
S -5.66567 -0.02161 2.76704 0.1 3.4 -2.4
O -4.53455 -0.84833 2.44181 -0.1 0.8 0.9
O -6.84182 -0.61957 3.24583 -1.2 -1.3 0.2
F -5.34455 1.00461 3.90723 1.0 -0.4 0.2
N 0.09543 5.29644 4.17854 0.1 0.1 -1.4
S -0.44307 4.34659 5.25851 0.4 -0.9 2.2
O -1.84308 4.54483 5.61769 1.3 -0.2 -0.6
O 0.51424 4.23403 6.36238 -1.7 0.0 -1.8
F -0.43815 2.87283 4.57198 0.0 0.6 0.2
S 0.15300 5.35969 2.59431 0.5 -1.0 2.0
O 0.43884 6.69204 2.28386 0.1 1.7 -0.8
O -0.76361 4.58451 1.85588 -2.3 -0.2 -0.2
F 1.41558 4.55601 2.16354 1.7 -0.2 0.7
N 0.43692 2.03767 -3.14018 2.1 0.8 -2.5
O 1.17524 2.49672 -4.11040 -1.3 -0.9 1.4
O 0.26427 0.80144 -3.05955 -0.2 0.5 0.4
O -0.03713 2.84256 -2.34144 -0.5 -0.2 0.6
N 5.07818 1.44027 -3.46800 0.2 0.0 0.0
O 4.08857 2.06277 -3.05948 -0.1 0.3 1.0
O 6.00079 1.06298 -2.69212 -0.6 0.2 0.2
O 5.14488 1.17876 -4.65867 0.6 -0.1 -1.2
N -1.54295 -2.07373 -3.71018 -1.2 -0.1 0.0
O -1.87531 -1.39514 -4.69073 0.7 0.0 -0.2
O -0.36641 -2.17936 -3.31629 0.1 0.2 -0.3
O -2.46183 -2.68053 -3.09381 0.0 0.2 0.3
N 0.15846 -2.37751 3.62359 0.4 -0.4 0.6
O -0.99689 -1.98602 3.61499 -2.1 0.0 -0.7
O 0.98271 -1.71434 4.22738 2.0 1.7 1.2
O 0.52430 -3.42879 3.10284 -0.1 -1.4 -1.1
```
Positions in Å, forces in eV/Å.

Summary:
- E_tot: -8291.605221 Eh
- Charge: +4
- Kohn-Sham gap: 8.768 eV
- HOMO: -0.5221 Eh

Atomic partial charges in e from the Mulliken method, atoms 1 to 6: C 0.82; C -1.08; N 0.42; C -1.04; C 0.53; C -1.49